[1]
{"formula": "C28H36N7O4P", "method": "ωB97M-V/def2-TZVPD", "species": ["O", "C", "N", "H", "H", "H", "H", "H", "H", "N", "C", "H", "H", "C", "C", "C", "C", "H", "H", "H", "H", "C", "C", "C", "C", "H", "C", "C", "C", "H", "C", "H", "C", "C", "C", "H", "H", "H", "H", "C", "H", "C", "C", "C", "H", "N", "H", "O", "C", "H", "C", "H", "N", "H", "C", "C", "H", "N", "H", "H", "H", "H", "H", "H", "N", "H", "N", "O", "P", "H", "C", "H", "C", "C", "H", "O"], "xyz": [[-1.9899, 1.0323, -2.2201], [-9.1733, 2.5242, -6.1932], [4.8743, 0.0665, 3.4185], [-4.7655, 3.5131, -0.9614], [6.1409, 1.9749, 1.8783], [-0.0087, 3.5796, -2.5336], [-11.1346, 2.9179, -3.4736], [-5.1413, 3.6455, -2.5754], [-7.2475, 1.5731, -6.0896], [-1.6923, 2.4517, -2.3987], [5.9910, -0.3695, 5.4917], [6.6520, -2.3914, 5.8187], [-5.8442, 1.4963, -0.7391], [2.4544, -4.2898, 3.3469], [5.3426, 0.4703, 4.5986], [1.8251, -4.5344, -2.3506], [6.1547, 3.4705, 0.3193], [6.3506, 0.0156, 6.4365], [0.7240, -4.9197, 2.2474], [-3.7496, -1.2872, -0.7865], [2.2322, -1.5597, -0.8102], [-8.1283, 1.8871, -5.5406], [0.3745, 2.1103, -0.9606], [4.1746, 2.6337, 1.3499], [0.8925, -4.2790, 5.5598], [-9.1150, 2.7140, -7.2563], [1.7291, -3.1673, -2.1469], [2.9971, -4.6641, -0.2833], [5.5594, 2.6334, 1.2484], [5.7636, 4.9445, -1.2068], [0.3267, -4.6551, 4.3517], [0.9750, 1.2067, -1.0580], [-10.2946, 2.6370, -4.0941], [-9.1982, 1.9966, -3.5361], [5.6717, -2.1340, 3.9243], [3.0994, -4.2579, 2.4768], [2.5726, -6.3746, -1.5072], [3.6885, 1.9763, 2.0605], [-2.0702, 2.8897, -1.5547], [-0.2332, 2.5357, -2.3020], [1.4000, -4.9926, -3.2343], [2.4744, -5.3032, -1.3970], [-5.6357, 1.8556, -1.7456], [5.3449, 4.2756, -0.4670], [-6.4543, 1.6175, -2.4184], [-8.1300, 1.6218, -4.2363], [1.2284, -2.5263, -2.8595], [-3.1341, -0.8596, -1.3880], [5.0414, -1.2146, 3.0997], [1.0118, 2.8894, -0.5442], [1.1222, -4.6544, 3.2178], [-0.7179, -4.9331, 4.2942], [-5.4224, 3.2551, -1.6858], [0.1539, 1.9396, -3.1289], [2.2327, -3.9219, 5.5800], [2.2897, -2.6260, -0.9986], [-9.1753, 1.7771, -2.4739], [2.9156, -3.3520, -0.0749], [0.3084, -4.2537, 6.4698], [-0.4171, 1.9028, -0.2369], [5.1927, 1.5179, 4.8395], [4.6406, -1.5269, 2.1408], [3.3090, 4.8124, -0.8936], [3.5105, -5.2380, 0.4817], [3.3855, 3.4007, 0.5984], [2.7034, -3.6082, 6.5057], [3.0114, -3.9322, 4.5007], [-4.4998, 1.0990, -2.2777], [-3.2771, 0.7224, -1.3515], [-11.1157, 3.4063, -5.9260], [6.1597, -1.7021, 5.1448], [7.2315, 3.4953, 0.2078], [-10.2803, 2.9065, -5.4530], [3.9718, 4.2011, -0.2892], [5.7524, -3.1655, 3.6143], [-3.3629, 1.3513, -0.0269]], "mulliken_charge": [-0.114, -0.435, -0.206, 0.283, 0.345, 0.389, 0.341, 0.264, 0.360, -0.458, -0.627, 0.383, 0.392, 0.050, -0.121, -0.216, -0.445, 0.378, 0.394, 0.343, 0.414, -0.254, -0.456, -0.253, -0.351, 0.347, -0.541, -0.140, -0.163, 0.370, -0.419, -0.006, -0.541, -0.006, -0.379, 0.216, 0.385, 0.485, 0.270, -0.486, 0.376, -0.637, -0.048, -0.331, 0.062, -0.389, 0.379, -0.522, -0.361, 0.211, -0.376, 0.370, -0.566, 0.328, -0.354, -0.194, 0.337, -0.222, 0.367, 0.295, 0.369, 0.515, 0.334, 0.427, -0.409, 0.349, -0.271, -0.212, 0.715, 0.365, -0.256, 0.371, -0.146, -0.302, 0.295, -0.661], "orbital_gap_ha": 0.3631, "total_charge": 0, "multiplicity": 1}

[2]
{"formula": "C28H37AsClF3N6O4OsSSi2", "method": "ωB97M-V/def2-TZVPD", "species": ["H", "O", "C", "H", "C", "H", "H", "N", "H", "C", "O", "C", "H", "H", "N", "H", "F", "H", "C", "H", "C", "H", "F", "H", "H", "N", "C", "H", "Os", "Si", "N", "C", "C", "S", "H", "H", "N", "H", "Si", "H", "C", "H", "H", "H", "C", "H", "C", "C", "C", "C", "C", "H", "N", "C", "H", "C", "H", "C", "C", "C", "As", "H", "C", "F", "C", "C", "Cl", "O", "H", "H", "H", "C", "H", "C", "H", "C", "H", "C", "H", "H", "H", "H", "O", "H"], "xyz": [[4.9884, -3.6835, 0.9709], [0.2972, 4.2101, 1.3441], [-2.1095, 3.2850, 0.6316], [-3.0975, 3.4343, -3.8274], [-2.6759, 3.3820, 1.8900], [1.9351, -5.0622, 3.4242], [-1.9451, -1.3367, -3.3821], [-6.2082, 2.8344, 1.0523], [0.1157, -1.8296, 3.1165], [0.8607, -1.5064, -4.7560], [-1.8884, -0.1919, -0.4453], [-2.8438, 2.3891, -3.7355], [4.3074, 2.0046, 1.4414], [-4.2815, -0.6764, -3.7066], [0.4731, -2.4156, -3.8081], [-0.2592, -2.6929, -1.8276], [-2.7731, -1.5033, 2.2239], [-4.4879, 3.2355, 3.0167], [-1.1922, 0.6706, -3.3673], [2.5841, 1.7357, 1.2828], [3.6399, 0.7850, -1.5678], [-4.8775, 2.7584, -1.2200], [-3.4226, -3.0291, 0.8355], [4.4622, 1.4719, -1.7446], [1.0906, 0.5318, -5.2720], [0.1396, -0.1106, 2.0027], [0.2666, 0.3269, -3.2070], [1.1944, -1.9153, -5.6943], [0.3557, -0.4328, 0.0450], [3.8153, -0.0902, 0.1295], [0.5955, -0.7075, -2.1668], [-4.2590, 2.9257, -0.3519], [-1.5351, 2.0128, -3.4932], [-0.3447, 3.3073, 0.4278], [-6.6998, 2.4128, 0.2796], [6.3360, -0.1596, -0.0790], [-0.4096, 1.9429, 3.0694], [2.7251, 1.3743, -1.5818], [2.8139, -3.1051, 2.1161], [-0.7087, 1.9042, 5.0773], [-0.0822, 1.2474, 1.9809], [0.9958, -4.8370, 1.9564], [5.8066, -1.2736, 1.1651], [3.7435, -2.6769, 4.4275], [-0.4743, 1.2974, 4.2119], [0.7009, -3.8258, 3.3587], [-2.1905, -0.2890, -3.4827], [-3.8285, 1.4179, -3.8141], [3.5363, 1.2410, 1.4662], [-2.6418, -1.9552, 0.9614], [-4.0360, 3.1964, 2.0341], [0.7817, 1.2495, -2.9117], [0.0987, 1.7470, 0.7783], [3.5026, -2.0550, 3.5713], [-0.3375, -0.5876, 5.2636], [5.5671, -0.8787, 0.1834], [4.4046, -1.5273, 3.2768], [-4.8469, 2.9541, 0.9171], [4.1716, -4.2602, 1.3918], [-0.2761, -0.0747, 4.3219], [2.1855, -1.8575, 0.1613], [-2.4179, 3.0231, -1.4461], [-3.5085, 0.0763, -3.6789], [-1.3491, -2.4284, 0.8869], [1.4768, -4.3162, 2.7806], [0.8045, -0.1804, -4.5199], [-5.4719, 1.9011, -4.0433], [-0.0060, 3.4510, -0.9670], [3.5080, 0.8270, 2.4696], [3.7338, -4.8412, 0.5830], [2.7730, -1.3163, 3.8926], [-2.8961, 3.0712, -0.4846], [5.6231, -1.7002, -0.5267], [0.0038, -0.7540, 3.1506], [3.6277, 0.0819, -2.3997], [-2.9185, -0.8107, -0.1442], [4.5804, -4.9500, 2.1217], [0.1359, -2.0000, -2.5504], [-2.0402, 3.5956, 2.7349], [0.3450, -3.3799, -4.0679], [-0.7787, 2.7709, -3.3518], [1.6283, -0.7387, -2.2454], [-4.0589, -0.7099, -0.5227], [-6.5526, 2.5902, 1.9667]], "mulliken_charge": [0.252, -0.720, -1.053, 0.288, -0.241, 0.411, 0.339, -0.559, 0.637, -0.519, -0.640, -0.814, 0.516, 0.396, 0.227, 0.575, -0.290, 0.320, 0.309, -0.053, -0.944, 0.191, -0.288, 0.540, 0.524, 0.321, 0.798, 0.479, 2.137, 0.291, -0.961, -0.222, -0.166, 1.401, 0.213, 0.405, -0.447, -0.074, 0.750, 0.492, 0.766, 0.332, 0.290, 0.413, -0.656, 0.374, -0.188, 0.431, -0.697, 0.605, -0.953, 0.622, -0.533, -1.024, 0.459, -1.155, 0.284, 1.007, -1.208, -0.895, -0.456, 0.082, -1.039, -0.160, -1.273, -0.767, -0.213, -0.687, 0.249, 0.293, 0.248, -0.014, 0.311, -0.420, 0.328, 0.127, 0.387, -0.942, 0.600, 0.332, 0.209, 0.172, -0.668, 0.203], "orbital_gap_ha": [0.1602, 0.1611], "total_charge": 0, "multiplicity": 1}

[3]
{"formula": "C28H37Cl3GeMnN3O3P", "method": "ωB97M-V/def2-TZVPD", "species": ["H", "C", "H", "H", "H", "H", "C", "H", "N", "O", "C", "H", "C", "C", "N", "H", "H", "H", "C", "C", "C", "H", "Ge", "Cl", "C", "C", "H", "C", "Mn", "H", "H", "H", "H", "H", "H", "O", "Cl", "C", "H", "H", "C", "C", "H", "C", "C", "C", "H", "H", "H", "C", "H", "N", "H", "C", "H", "H", "C", "C", "C", "C", "H", "H", "C", "H", "H", "H", "H", "P", "C", "H", "C", "C", "O", "C", "Cl", "H", "H"], "xyz": [[4.7788, -1.0942, 0.7850], [0.5360, 0.3313, -2.6144], [3.1092, 0.0399, -4.7737], [5.0949, 0.1005, -0.5050], [4.8233, -1.6204, -0.9107], [-5.8917, -2.7056, 2.1824], [-1.0084, -1.8900, 4.5251], [1.5934, 2.8460, 1.1131], [0.5249, 0.0888, -0.1763], [0.6082, 1.4062, 4.4752], [-0.4617, -0.7075, 5.0010], [-0.3717, -0.5148, 6.0580], [0.7606, 1.0744, 0.6522], [1.9481, 1.2077, 4.9026], [1.4688, 2.1950, 0.3468], [-2.6637, -2.0474, -2.3120], [-3.8640, -3.6300, 1.1263], [3.8949, 3.8504, 0.6091], [-0.1376, -0.0097, 2.7090], [2.5668, 0.0400, -3.8426], [4.2780, 2.8700, 0.3166], [-2.9654, -3.5664, -1.4693], [2.0584, -3.5444, -1.1999], [1.2870, -3.1147, 1.0232], [-0.0133, 0.2263, 4.0933], [-2.9540, 0.8512, -1.0517], [0.6948, 0.5636, -4.7310], [4.5407, -0.8040, -0.2368], [-0.4206, -1.8486, 0.3083], [2.5246, 0.6503, 4.1523], [1.6838, 4.2358, -4.5062], [5.3643, 2.8871, 0.3982], [1.9907, 0.6679, 5.8515], [4.2934, -0.4850, -2.7204], [-0.5447, 3.0473, -1.0646], [3.1459, -0.5706, -0.2562], [-0.1626, -2.7384, -1.6388], [1.5644, 2.7653, -0.9571], [-5.3917, -3.0632, -1.3700], [-3.5898, 0.3756, 0.9538], [-3.2986, -2.5264, -1.5599], [-5.4141, -2.1357, 1.3882], [-4.7023, -0.1834, -0.3134], [-3.9462, -2.5543, 1.3126], [-3.6499, -0.0577, -0.0493], [-1.0912, -2.1317, 3.1660], [-0.5209, 0.5441, -2.5873], [-3.4863, -2.3431, 2.2817], [0.5421, 1.8527, 2.5189], [2.8024, 2.9463, -1.5803], [-1.4718, -3.0944, 2.8398], [0.3220, 1.0506, 1.9299], [-3.0589, 0.4723, -2.0669], [3.2420, -0.2616, -2.6733], [3.7696, 3.5941, -3.3630], [3.8905, 2.0975, 0.9881], [-0.6648, -1.2035, 2.2005], [0.4254, 3.6954, -2.8630], [2.8162, 3.4678, -2.8743], [1.2053, 0.0793, -1.4223], [2.3736, 2.2008, 5.0311], [-5.9582, -2.3382, 0.4712], [1.2157, 0.3299, -3.8165], [-5.5093, -1.0819, 1.6370], [-5.1239, -1.4651, -2.0801], [-1.3545, -2.6344, 5.2245], [-0.4904, 3.9939, -3.3470], [-2.8628, -1.7287, 0.0538], [0.3931, 3.1698, -1.5882], [-3.3887, 1.8484, -1.0200], [2.5769, -0.2469, -1.4551], [1.6443, 3.8259, -3.5100], [4.0057, 2.5892, -1.0445], [-4.7482, -2.4841, -2.0244], [1.5239, -5.6421, -1.2332], [-4.8054, -2.9233, -3.0193], [-1.8952, 0.9128, -0.7978]], "lowdin_spin": [0.000, 0.001, 0.000, 0.000, 0.000, 0.000, -0.006, 0.000, 0.041, -0.004, 0.021, 0.001, 0.010, -0.001, 0.005, 0.000, 0.000, 0.000, -0.001, 0.002, 0.000, 0.000, 0.019, 0.055, -0.007, 0.000, 0.000, 0.000, 3.946, 0.000, 0.000, 0.000, 0.000, 0.000, 0.000, 0.001, 0.063, 0.000, 0.000, 0.000, -0.006, -0.001, 0.000, 0.001, 0.001, 0.007, 0.000, 0.000, 0.000, 0.000, 0.001, 0.007, 0.000, 0.000, 0.000, 0.000, -0.142, 0.000, 0.000, 0.003, 0.000, 0.000, 0.001, 0.000, 0.000, -0.001, 0.000, -0.022, 0.000, 0.000, 0.002, 0.000, 0.000, -0.003, 0.004, 0.000, 0.001], "orbital_gap_ha": [0.2565, 0.2823], "total_charge": 1, "multiplicity": 5}

It is found that the ΔE to the lowest compared entry with this formula, charge and spin values, taken in the order of the records, are 0.0; 45.8; 19.7 kcal per mole.